Entry 1:
Entry from the Open Molecules 2025 dataset: a molecular structure, C44H64GeN5NiOP3S (ωB97M-V/def2-TZVPD).

Results
charge = +1
highest occupied orbital energy (alpha / beta) = -8.70 / -9.57 eV
2S+1 = 4
strongest force on any atom = 0.0280 hartree/bohr
E_LUMO (alpha / beta) = -1.7 / -4.1 eV
DFT total energy = -7071.40196 Eh

CARTESIAN COORDINATES (ANGSTROEM)
N: 1.80849 -2.77822 0.60459
H: 2.60639 2.54807 -2.01819
C: 1.67270 4.69173 -2.88161
H: 2.23856 0.61507 2.80622
H: -2.03190 -0.38263 -2.95132
P: 1.03785 0.67618 -1.86218
H: 1.06192 -2.01271 -2.97935
C: -2.39171 0.64500 3.44588
C: 1.44528 6.22681 3.19085
H: 0.03403 7.42914 -4.03385
H: 0.81683 -6.49443 0.73435
H: -4.98244 0.41887 -2.91636
H: 0.98849 4.31072 3.99938
H: -4.45234 -2.07550 -2.23510
H: -0.44602 3.03736 -3.39601
P: -0.82764 0.67592 2.44753
H: -3.21674 2.08654 1.99702
H: -5.14473 3.77959 -0.54750
C: 2.62724 -3.68380 1.13256
C: -3.99729 0.33571 -3.37736
H: -1.61502 1.46162 5.30931
H: -0.01706 0.04356 -3.84786
H: -5.67561 -1.19049 -0.83045
C: -3.40389 1.97280 -0.79509
H: 1.82043 8.07105 2.16145
C: 0.63397 -3.18413 0.09837
C: 0.25027 -4.52240 0.11934
H: -2.85471 2.76229 3.56813
H: -4.37812 7.85364 0.42338
C: 0.38342 -0.42947 3.28875
H: -1.35055 1.96567 -4.45631
C: 2.31939 -5.02922 1.20899
C: 0.35764 1.02866 -3.54221
H: -0.69189 -4.81741 -0.31832
H: -3.28231 -2.31376 -3.52008
H: -2.78619 -2.52804 -1.85071
H: -2.66939 -1.93829 1.33136
H: 1.98326 5.99789 -4.53463
C: -2.18025 0.59669 4.95741
C: 2.06757 -1.61592 -3.11192
H: -5.68499 0.54988 -0.55892
H: 1.72700 2.50058 -4.36075
H: -3.90775 2.17478 -1.74503
C: 1.88132 2.21840 -1.27670
H: 0.53710 -0.06009 4.30946
O: 1.54429 -0.31898 1.13180
C: -2.16727 5.34919 -0.07429
H: 0.55553 7.37319 0.14091
H: 2.53228 4.10009 -3.15802
H: 2.44415 -1.04769 -1.10255
C: -2.63554 6.61681 0.20562
C: 1.09961 -5.45099 0.69610
N: -0.76603 5.02889 -0.15646
H: 3.85578 0.58541 -3.26509
Ge: -0.62937 2.75508 0.01962
H: -1.09840 -1.94799 3.80820
C: 0.88572 4.38754 -1.76974
H: 1.99516 6.51888 4.07596
H: -4.26608 1.72485 3.38186
H: 2.36311 -1.14446 2.82419
N: 0.97441 3.28596 -0.94096
C: 0.28066 6.59662 -3.38975
C: 0.63067 6.71703 0.99698
H: 0.90006 1.52559 -5.56358
C: -5.44731 -0.41204 -0.10452
C: -3.67886 -1.88566 0.92572
H: -4.20340 1.96326 -0.04172
C: 1.34629 7.10052 2.12337
H: -1.93021 7.40461 0.42901
H: -5.94046 6.01279 -0.09872
H: -0.23589 -2.24978 2.29934
C: -4.87391 5.83028 -0.08118
C: -4.41473 4.54782 -0.33915
H: -4.12460 -0.19223 -4.32336
H: -1.51096 1.82493 -2.70060
H: 3.57157 -3.31230 1.51525
H: 0.94848 2.22104 3.01296
H: 4.52754 -0.75937 -2.35432
C: -4.00353 6.86322 0.20627
N: -2.47166 3.02841 -0.49304
P: -2.74808 0.23622 -0.78121
H: 0.57131 -2.51048 3.85043
H: -3.90207 0.19724 1.22210
C: 0.14551 4.56032 2.02305
C: 0.86685 4.96771 3.14950
H: -0.54300 2.64576 3.82629
N: -0.43302 3.31853 1.84582
C: 1.71567 -0.30714 2.54280
C: -0.47056 6.35633 -2.24307
H: -3.14681 0.61869 5.46283
H: -3.77849 -2.66015 0.16962
C: -0.13373 2.33758 2.85549
H: 3.01858 -5.72088 1.65509
C: -4.00001 -0.50135 0.38114
C: 3.79459 0.04794 -2.31796
C: 1.36246 5.78766 -3.67358
C: 2.40909 -0.54987 -2.07404
Ni: -0.48550 0.25363 0.07492
H: -3.64249 1.33820 -3.60858
S: -0.43774 -1.97873 -0.59690
C: -3.40744 -1.92999 -2.50597
C: -0.80685 2.01526 -3.51180
C: -0.14102 5.29703 -1.42378
H: 2.15248 -1.23971 -4.13155
H: 2.24348 0.83642 -4.66371
C: -3.23192 1.86934 3.06851
C: -0.12830 -1.86565 3.31679
C: -3.02526 -0.45074 -2.49692
H: -4.38439 -2.12132 1.72632
H: -1.66088 -0.30579 5.28050
C: -3.04384 4.27590 -0.32018
C: 1.37982 1.49175 -4.58394
H: -6.12448 -0.54877 0.73969
H: 2.76895 -2.44569 -3.01380
H: -1.29855 6.99999 -1.98175
C: 0.02154 5.47694 0.96029
H: -2.91720 -0.26534 3.14139
H: 1.68964 -1.25424 0.84072
H: 4.09820 0.72719 -1.52232
H: 2.46519 1.91239 -0.40015

Cartesian forces, eV/Å:
-0.3 -0.6 -0.2
0.0 -0.1 0.0
-0.1 -0.1 0.1
-0.1 -0.1 0.0
0.0 0.0 0.0
0.1 0.7 0.1
0.0 0.0 0.0
0.0 -0.1 -0.1
0.1 0.1 0.1
0.0 0.0 0.0
0.0 0.0 0.0
0.0 0.0 0.0
0.0 0.0 0.0
0.0 0.0 0.0
0.0 0.0 0.0
0.0 0.5 0.4
0.0 0.0 0.0
0.1 -0.1 0.0
0.2 -0.2 0.1
0.0 0.0 0.1
0.0 0.0 0.0
0.0 0.0 0.0
0.0 0.0 0.0
-0.2 -0.1 0.1
0.0 0.0 0.0
0.3 0.3 -0.1
0.1 -0.2 0.0
0.0 0.0 0.0
0.0 0.0 0.0
0.0 0.1 0.0
0.0 0.0 0.0
0.0 0.1 0.0
0.1 -0.1 -0.1
0.0 0.0 0.0
0.0 0.0 0.0
0.1 -0.1 0.1
0.0 0.0 0.0
0.0 0.0 0.0
0.1 -0.1 0.0
0.0 -0.1 -0.1
0.0 0.0 0.0
0.0 0.0 0.0
0.0 -0.1 0.0
0.4 -0.1 0.0
-0.1 0.0 0.0
-0.4 1.4 0.2
-0.4 0.0 0.0
0.0 0.0 0.0
0.0 -0.1 0.1
0.0 0.0 0.0
0.0 -0.2 0.0
0.0 0.1 -0.1
-0.2 -0.5 -0.2
0.0 0.0 0.0
-0.1 0.8 0.3
0.0 0.0 0.0
-0.4 0.4 0.2
0.0 0.0 0.0
0.0 0.0 0.0
0.0 0.0 0.1
-0.2 -0.3 0.0
-0.1 0.1 0.0
-0.1 -0.2 0.0
0.0 0.0 0.0
0.0 0.0 -0.1
0.0 -0.1 0.1
0.0 0.0 0.0
0.0 0.1 0.0
0.0 0.1 0.0
0.0 0.0 0.0
0.0 0.0 0.1
-0.1 0.1 0.0
0.0 -0.1 0.0
0.0 0.0 0.0
0.0 0.0 -0.1
0.0 0.0 0.0
0.0 0.0 0.0
0.0 0.0 0.0
0.0 0.1 0.0
0.5 -0.2 -0.2
-0.1 0.2 0.0
0.0 0.0 0.0
0.0 -0.1 -0.1
0.1 0.5 -0.3
-0.1 -0.2 -0.1
0.0 0.0 0.0
-0.1 -0.3 -0.2
0.1 0.1 0.0
0.1 -0.1 0.1
0.0 0.0 0.0
0.0 0.0 -0.1
0.0 -0.1 0.1
0.0 0.0 0.0
0.0 0.2 0.1
0.0 0.1 -0.1
0.0 0.1 -0.1
0.0 -0.1 0.1
0.2 -1.4 0.0
0.0 0.0 0.0
-0.5 -0.3 -0.1
-0.1 -0.1 0.0
-0.1 0.1 0.1
0.3 0.0 -0.5
0.0 0.0 0.0
0.0 0.0 0.0
0.0 0.1 -0.1
-0.1 -0.1 -0.1
0.1 0.1 -0.1
0.0 0.0 0.0
0.0 0.0 0.0
0.3 0.3 0.2
0.1 0.0 0.1
0.0 0.0 0.0
0.0 0.0 0.0
0.0 0.0 0.0
0.3 0.1 0.6
0.0 0.0 0.0
0.3 -0.5 -0.2
0.0 0.0 0.0
-0.1 0.0 0.0


Entry 2:
Entry from the Open Molecules 2025 dataset: a molecular structure, C44H65BN7OReTe (ωB97M-V/def2-TZVPD).

Results
charge = +2
highest occupied orbital energy = -11.92 eV
strongest force on any atom = 0.0254 hartree/bohr
E_LUMO = -7.3 eV
DFT total energy = -2544.90578 Eh

CARTESIAN COORDINATES (ANGSTROEM)
N: 1.29058 1.24029 2.55523
C: 3.39988 -0.53500 -1.27464
H: -0.26958 2.07290 -3.04399
C: 4.86804 1.97847 0.99546
H: 5.83103 2.66265 2.77081
H: 2.13429 7.27775 1.59770
C: -0.81854 -5.20776 1.09517
C: -5.00491 -3.37715 -3.85477
H: 0.87308 -6.24776 1.90720
H: -0.20398 4.37933 -3.81428
N: 1.99823 2.24597 3.11831
H: 3.58039 3.81153 2.73152
H: 1.47094 -1.03972 -0.43492
H: -4.54394 -3.39066 1.55522
C: 3.96303 -0.13699 -2.64764
H: -3.54646 -2.95473 2.92474
C: -0.54743 -3.33079 -2.17039
H: 0.48030 -1.81161 5.12747
H: 0.63605 6.39076 -0.47607
H: -1.77457 0.05400 2.81708
C: -2.45590 -3.40787 1.13580
N: 1.86883 3.95126 1.26086
C: -0.97389 -3.65895 -0.77239
H: -3.34660 1.91111 0.42339
H: 5.78349 3.84577 1.46740
O: -1.39854 3.49213 2.45946
C: 0.16222 -0.87113 3.18884
H: -4.52941 -3.22450 -7.22666
H: -0.06217 -0.57085 0.99045
H: 2.36724 4.04534 5.22885
C: 0.19082 2.35834 -2.09894
C: 1.73994 5.26746 1.06352
H: -0.27930 -7.28047 1.07830
H: 1.35673 4.65743 -3.03475
H: 1.78809 -2.09471 3.97678
C: 1.88816 -0.66318 -1.36952
H: -0.50042 -2.25544 -2.34642
C: 0.70765 -1.99476 4.08048
H: 1.10715 0.52786 5.71963
Re: 0.71816 1.32005 0.62968
H: 5.97263 0.59596 -0.30210
H: -2.04429 3.36765 -0.69559
C: -1.82358 2.61188 1.76713
N: 2.84873 1.26225 0.41441
H: -4.43431 -4.19132 -1.00072
H: -1.92120 5.00405 -1.32249
C: -4.54246 -2.95536 -5.09723
C: 0.27800 4.69724 -2.89108
H: 3.62037 0.85319 -2.94863
H: -1.26900 -3.72002 -2.89114
C: -5.06851 -3.38717 -1.38179
C: 1.26526 0.94434 4.74351
C: -1.34234 -0.74514 3.41033
C: 0.85845 0.41941 3.52968
C: 2.42918 6.27794 1.90437
H: 3.78459 2.99749 5.17266
H: -3.18881 -1.62865 -6.08142
H: 1.57211 -1.17988 1.58662
H: 3.59193 -2.18812 0.14015
N: 1.15681 3.27860 0.31769
H: 5.07416 -1.81419 -0.73957
C: 0.49120 -1.20980 1.73561
H: 1.42562 0.26921 -1.70924
H: 2.17173 6.14930 2.95356
H: -1.76926 0.15387 -3.21121
H: -0.19457 1.58842 -1.38608
C: 5.03541 0.96216 0.07089
H: -0.00405 5.73162 -2.71249
H: 3.51009 6.19481 1.80773
H: -3.90619 3.00474 1.73797
C: 0.91544 5.45103 -0.04130
H: 6.89348 2.47685 1.37382
H: -6.13665 -3.20078 -6.50238
H: 1.27018 2.27298 -2.23782
H: -3.83545 -1.78503 1.61954
H: 3.64640 -0.85528 -3.40167
C: 1.99134 2.09870 4.44545
H: -2.21485 3.65665 -2.42111
B: 2.81580 3.12418 2.15018
C: -0.40598 -4.76538 -0.16018
C: -3.23152 2.19590 1.46780
C: -1.85379 -4.52410 1.71580
H: -5.13251 -2.62310 -0.60617
H: 1.56116 -1.40553 -2.09829
C: -3.56179 -1.97574 -5.12737
C: -3.03534 -1.42397 -3.96343
C: -1.97547 -2.94672 -0.09445
H: 3.75498 -2.64873 -1.55638
C: -3.64916 -2.83597 1.84658
H: -0.66264 -6.64788 2.67781
H: 5.05061 -0.12584 -2.63096
H: 0.41926 -3.77887 -2.39219
C: 3.76718 0.53390 -0.27547
C: -1.95045 -0.40420 -4.12994
H: -6.06432 -3.79556 -1.54095
H: 2.53790 2.73003 6.39208
C: -1.67686 3.96409 -1.52560
H: 0.15947 -2.21166 1.45231
H: -2.22916 -4.88125 2.66565
C: -0.17015 3.79067 -1.73165
C: 2.71246 3.02164 5.35947
C: -5.10726 -3.53157 -6.35723
C: 3.99150 -1.87726 -0.82605
H: -5.11558 -4.62056 -6.31907
H: -2.21375 0.29844 -4.91881
H: -3.47739 1.31286 2.06019
H: 0.24523 -2.93996 3.79929
C: -0.19000 -6.40954 1.72715
C: 0.58853 4.18529 -0.49592
H: 0.36140 -5.31649 -0.68853
H: -5.77231 -4.13939 -3.80623
H: -1.83610 -1.67100 3.12596
C: -3.52135 -1.86507 -2.72946
H: -1.56135 -0.54313 4.45674
Te: -2.72418 -1.14077 -0.90592
N: 3.55674 2.14759 1.18894
H: -1.01460 -0.88585 -4.42226
N: -0.82388 1.79211 1.10241
C: 5.90180 2.78707 1.69149
C: -4.52340 -2.84470 -2.66743

Cartesian forces, eV/Å:
0.0 -0.2 0.2
-0.1 0.1 -0.1
-0.1 -0.1 0.0
-0.1 0.1 0.0
0.0 0.0 0.0
0.0 0.0 0.0
-0.1 0.1 -0.1
0.0 0.1 -0.1
0.0 0.0 0.0
0.0 0.0 0.0
-0.1 0.4 -0.1
0.1 0.1 0.1
-0.1 0.1 0.0
0.0 0.0 0.0
0.0 0.0 0.1
0.0 0.0 0.0
0.0 0.1 -0.1
0.0 0.1 0.1
0.0 0.1 -0.1
-0.1 0.1 -0.1
0.1 0.0 0.0
-0.1 -0.1 0.3
0.0 0.0 0.0
0.0 0.0 0.0
0.0 0.0 0.0
-0.3 -0.4 -0.3
0.0 0.1 0.1
0.0 0.0 0.0
-0.2 -0.2 -0.1
0.0 0.1 0.0
0.2 0.1 -0.1
0.0 -0.1 -0.1
0.0 0.0 0.0
0.1 0.0 0.0
0.0 0.0 0.0
-0.1 -0.1 -0.1
0.0 0.0 0.0
0.1 0.0 -0.1
0.0 0.0 0.1
0.9 -0.4 -0.3
0.1 -0.1 -0.1
0.0 -0.1 0.1
0.0 0.1 0.1
0.6 -0.2 -0.2
0.0 0.0 0.0
0.0 0.1 0.0
0.1 0.1 0.2
0.0 -0.1 0.0
0.0 0.0 0.0
0.0 0.0 0.0
-0.1 0.0 0.1
0.1 0.0 -0.1
-0.1 -0.1 0.0
0.0 -0.2 0.1
0.0 0.1 0.0
0.1 0.0 0.0
0.0 0.0 -0.1
0.0 0.0 0.0
0.0 0.0 0.0
0.1 0.4 0.0
0.1 0.0 0.0
0.3 0.0 0.2
0.0 0.0 0.1
0.0 0.0 0.1
0.0 0.0 -0.1
-0.1 0.0 0.0
0.0 -0.1 -0.1
0.0 0.1 0.0
0.1 0.0 0.0
0.0 0.0 0.0
0.1 -0.1 0.0
0.0 0.0 0.0
0.0 0.0 0.0
0.0 -0.1 0.1
0.0 -0.1 0.1
0.0 -0.1 0.0
0.1 -0.1 0.0
0.0 0.0 -0.1
0.1 0.0 -0.1
0.0 -0.1 0.2
0.1 0.3 0.2
0.1 0.0 -0.1
0.0 0.0 -0.1
0.2 0.0 -0.1
-0.1 -0.1 0.1
-0.1 -0.1 0.0
-0.2 0.0 0.0
0.0 -0.1 -0.1
-0.2 0.1 0.1
0.0 0.0 0.0
0.1 0.0 0.0
0.1 0.0 0.0
-0.2 -0.1 -0.1
0.1 0.2 0.1
0.0 0.0 0.0
0.0 0.0 0.0
0.0 -0.1 0.0
-0.2 0.1 -0.1
0.0 0.0 0.1
-0.1 0.2 0.0
0.0 0.0 0.1
0.0 0.0 -0.1
0.0 0.1 0.0
0.0 0.0 0.0
0.0 0.1 0.0
0.0 0.0 0.1
0.0 -0.1 0.0
0.0 -0.1 0.1
-0.1 0.1 -0.2
0.1 -0.1 0.0
0.0 0.0 0.0
0.0 0.0 0.0
0.1 -0.1 0.0
0.0 0.0 0.1
0.0 0.3 0.0
-0.2 0.2 0.3
0.1 0.0 0.0
-1.2 0.3 0.3
0.0 0.0 0.0
0.1 0.0 -0.1